Here is a cluster of 3 separate species, C35H59F14NO9 in total from the OMol25 dataset. Energies are from wB97M-V/def2-TZVPD.

Computed properties:
HOMO level in eV: -9.1934
SMILES string: CCCOC[C@]1(OC[C@H](C)CC(C)C)C(=O)N[C@H](F)[C@H]1CCC(F)(F)C(F)(F)C(F)(F)C(F)(F)C(F)(F)C(F)(F)F.COCCOCCOC.COCCOCCOC
Total charge: 0
2S+1: 1

Cartesian coordinates (Å):
C  0.977  -0.555  0.741
C  2.200  -1.060  -0.027
C  1.956  -1.059  -1.533
O  2.661  -2.137  -2.143
C  2.300  -2.340  -3.495
C  3.050  -1.481  -4.511
O  2.685  -0.106  -4.549
C  1.312  0.286  -4.467
C  0.439  -0.101  -5.657
C  1.059  0.392  -6.984
C  -0.985  0.458  -5.486
C  -1.813  0.052  -4.245
C  -1.667  -1.432  -3.857
C  -1.588  0.960  -3.028
C  2.921  -2.123  -5.925
O  2.076  -2.893  -6.302
N  3.980  -1.668  -6.669
C  4.969  -1.041  -5.805
F  6.235  -1.462  -6.186
C  4.595  -1.491  -4.402
C  5.294  -0.721  -3.282
C  6.492  -1.501  -2.718
C  6.959  -1.066  -1.329
F  8.269  -0.723  -1.324
F  6.281  0.025  -0.901
C  6.784  -2.125  -0.215
F  5.516  -2.579  -0.277
F  6.952  -1.549  0.977
C  7.764  -3.349  -0.295
F  8.759  -3.173  0.566
F  8.288  -3.404  -1.537
C  7.174  -4.784  -0.073
F  6.226  -5.005  -0.987
F  8.202  -5.611  -0.324
C  6.641  -5.233  1.330
F  6.516  -6.567  1.255
F  7.569  -4.927  2.248
C  5.275  -4.704  1.854
F  5.384  -3.436  2.222
F  4.327  -4.806  0.936
F  4.922  -5.419  2.911
H  0.127  -1.234  0.612
H  0.666  0.430  0.369
H  1.189  -0.450  1.808
H  2.461  -2.074  0.284
H  3.058  -0.417  0.206
H  2.259  -0.097  -1.976
H  0.876  -1.181  -1.731
H  2.500  -3.390  -3.737
H  1.217  -2.196  -3.616
H  1.353  1.380  -4.388
H  0.881  -0.083  -3.533
H  0.370  -1.194  -5.703
H  1.956  0.995  -6.809
H  1.339  -0.442  -7.634
H  0.348  1.013  -7.541
H  -0.921  1.558  -5.510
H  -1.545  0.167  -6.384
H  -2.863  0.197  -4.534
H  -2.620  -1.836  -3.497
H  -1.347  -2.059  -4.695
H  -0.942  -1.567  -3.044
H  -0.634  0.752  -2.531
H  -1.623  2.021  -3.296
H  -2.376  0.799  -2.282
H  4.310  -2.250  -7.428
H  4.948  0.050  -5.916
H  4.875  -2.557  -4.390
H  4.583  -0.450  -2.502
H  5.672  0.222  -3.696
H  7.359  -1.373  -3.376
H  6.275  -2.572  -2.705
C  -5.742  3.392  2.102
O  -4.333  3.356  2.038
C  -3.808  2.146  1.527
C  -2.599  2.387  0.652
O  -2.888  2.972  -0.603
C  -3.209  4.351  -0.660
C  -2.033  5.276  -0.449
O  -1.632  5.312  0.906
C  -0.248  5.491  1.093
H  -6.130  2.781  2.925
H  -6.034  4.428  2.270
H  -6.185  3.048  1.161
H  -4.569  1.609  0.950
H  -3.496  1.500  2.360
H  -2.188  1.404  0.408
H  -1.835  2.948  1.196
H  -4.027  4.606  0.017
H  -3.552  4.509  -1.685
H  -2.333  6.283  -0.772
H  -1.202  4.951  -1.087
H  0.331  4.788  0.483
H  -0.035  5.304  2.144
H  0.069  6.511  0.845
C  -4.119  1.899  5.838
O  -5.396  1.350  6.068
C  -5.421  -0.064  6.103
C  -6.437  -0.580  7.095
O  -6.073  -0.394  8.450
C  -6.265  0.889  9.019
C  -7.695  1.194  9.399
O  -8.493  1.450  8.258
C  -9.831  1.031  8.386
H  -3.813  1.779  4.792
H  -4.175  2.963  6.062
H  -3.363  1.442  6.487
H  -4.432  -0.459  6.363
H  -5.691  -0.454  5.111
H  -6.480  -1.665  6.965
H  -7.427  -0.170  6.881
H  -5.860  1.679  8.383
H  -5.690  0.867  9.949
H  -7.691  2.078  10.052
H  -8.103  0.352  9.971
H  -9.893  -0.004  8.741
H  -10.287  1.092  7.399
H  -10.395  1.670  9.075

***

Here is a cluster of 9 separate species, C35H59F2NO12S5 in total in a non-equilibrium geometry from the OMol25 dataset. Energies are from wB97M-V/def2-TZVPD.

Computed properties:
HOMO level in eV: -8.4616
Total charge: 0
2S+1: 1

Cartesian coordinates (Å):
C  -0.247  0.757  -0.006
C  0.387  0.681  -1.371
O  1.133  1.527  -1.834
N  -0.008  -0.506  -2.125
H  -0.050  -1.433  -1.614
H  -1.152  -0.481  -2.506
C  0.810  -0.904  -3.288
H  -1.296  0.502  -0.048
H  -0.167  1.851  0.325
H  0.364  0.278  0.666
H  0.942  -0.061  -4.169
H  0.630  -1.776  -3.858
H  1.847  -1.102  -2.937
O  -0.304  -2.444  -0.509
H  -0.472  -2.718  0.311
F  7.518  0.687  1.857
C  6.393  0.265  1.388
C  6.147  0.549  -0.050
C  4.898  0.231  -0.480
C  3.832  -0.256  0.225
C  4.162  -0.695  1.510
C  5.468  -0.338  2.175
H  6.812  1.133  -0.631
H  4.653  0.476  -1.523
H  2.872  -0.300  -0.188
H  3.485  -1.065  2.055
H  5.738  -0.666  3.239
F  -1.301  -4.832  -7.171
C  -1.900  -4.357  -6.048
C  -3.293  -4.002  -5.995
C  -3.782  -3.525  -4.699
C  -2.911  -3.364  -3.672
C  -1.627  -3.699  -3.740
C  -1.007  -4.214  -4.893
H  -4.014  -4.290  -6.629
H  -4.695  -3.461  -4.600
H  -3.261  -2.990  -2.827
H  -1.076  -3.776  -2.796
H  -0.065  -4.417  -4.946
C  -1.449  -2.692  3.086
C  -1.996  -1.921  4.250
C  -1.140  -2.227  5.356
S  0.475  -2.197  4.597
O  1.201  -3.364  4.998
O  1.132  -0.956  4.882
C  0.097  -2.370  2.929
H  -2.064  -2.535  2.260
H  -1.433  -3.689  3.282
H  -3.119  -2.135  4.423
H  -2.020  -0.829  4.192
H  -1.382  -3.299  5.607
H  -1.290  -1.760  6.371
H  0.842  -2.992  2.407
H  0.434  -1.534  2.240
C  4.469  -4.664  -2.524
C  3.164  -3.747  -2.425
C  2.182  -4.490  -1.758
S  2.317  -6.124  -2.387
O  1.445  -6.337  -3.573
O  2.298  -7.199  -1.405
C  4.035  -6.025  -2.873
H  4.672  -4.385  -1.393
H  5.106  -4.476  -3.082
H  2.679  -3.882  -3.368
H  3.449  -2.692  -2.170
H  1.036  -4.046  -1.776
H  2.296  -4.716  -0.782
H  4.109  -6.200  -3.978
H  4.622  -6.854  -2.248
C  -3.436  6.967  -0.183
C  -2.537  6.649  -1.391
C  -1.252  6.771  -0.870
S  -1.242  5.862  0.672
O  -0.388  6.538  1.473
O  -1.090  4.414  0.445
C  -2.950  6.083  0.973
H  -4.561  6.618  -0.364
H  -3.535  7.974  -0.149
H  -2.737  7.265  -2.069
H  -2.772  5.622  -1.695
H  -1.027  7.799  -0.628
H  -0.366  6.406  -1.498
H  -3.168  6.633  2.141
H  -3.311  4.980  0.895
C  2.370  3.455  5.656
C  2.071  4.567  4.717
C  0.832  4.337  4.130
S  0.896  2.600  3.721
O  1.149  2.391  2.296
O  -0.390  2.052  4.188
C  2.137  2.209  4.814
H  1.830  3.231  6.519
H  3.377  3.708  6.015
H  2.806  4.898  4.034
H  2.072  5.301  5.278
H  0.782  4.893  3.243
H  0.033  4.381  4.766
H  3.013  1.922  4.472
H  1.957  1.439  5.472
C  -4.245  1.500  -0.166
C  -4.672  0.086  -0.730
C  -4.872  0.183  -2.099
S  -3.538  1.214  -2.712
O  -4.085  2.235  -3.727
O  -2.503  0.417  -3.064
C  -3.375  2.160  -1.196
H  -3.724  1.134  0.964
H  -5.204  2.045  -0.059
H  -5.562  -0.506  -0.183
H  -3.820  -0.627  -0.623
H  -5.856  0.611  -2.185
H  -4.700  -0.840  -2.782
H  -3.756  3.229  -1.313
H  -2.281  2.270  -0.935

***

Here is a structure of composition C35H59F5N7O4PS4Sn in a non-equilibrium geometry from the OMol25 dataset. Energies are from wB97M-V/def2-TZVPD.

Computed properties:
HOMO level in eV: -2.8863
Total charge: -2
2S+1: 1

Cartesian coordinates (Å):
Sn  -1.961  3.067  23.005
N  -0.491  -0.350  26.034
C  0.174  -1.494  25.383
C  0.663  -2.503  26.456
C  -0.488  -2.929  27.346
C  -1.746  -3.458  26.574
N  -2.573  -2.562  25.772
C  -3.420  -1.621  26.259
N  -4.388  -1.225  25.478
N  -3.178  -1.093  27.478
C  1.395  -1.067  24.515
O  1.845  -1.924  23.698
O  1.876  0.077  24.766
H  0.145  0.434  25.913
H  -1.300  -0.109  25.475
H  -0.467  -1.988  24.660
H  1.396  -1.982  27.076
H  1.123  -3.377  26.014
H  -0.787  -2.091  27.995
H  -0.211  -3.784  28.017
H  -2.406  -3.892  27.325
H  -1.455  -4.299  25.949
H  -2.440  -2.524  24.748
H  -4.405  -1.684  24.507
H  -4.780  -0.312  25.572
H  -2.226  -0.774  27.557
H  -3.757  -0.278  27.681
C  2.555  5.528  21.524
N  1.325  5.483  22.309
C  0.385  6.515  21.930
C  1.418  5.104  23.623
S  0.869  6.125  24.818
N  2.007  3.914  23.846
C  2.091  3.446  25.206
C  2.159  2.868  22.831
H  2.972  6.521  21.587
H  2.353  5.387  20.460
H  3.272  4.767  21.848
H  0.216  6.418  20.879
H  0.821  7.529  22.106
H  -0.550  6.438  22.455
H  2.574  4.179  25.850
H  2.557  2.456  25.239
H  1.070  3.317  25.578
H  1.461  3.008  22.001
H  1.987  1.880  23.273
H  3.168  2.841  22.437
S  -3.536  4.462  22.085
O  -0.654  2.360  21.066
P  -0.618  1.615  19.747
C  0.507  2.633  18.683
C  0.611  2.370  17.156
C  -0.425  3.151  16.336
C  -0.373  4.642  16.630
C  -0.531  4.926  18.118
C  0.443  4.130  18.967
C  -2.269  1.349  19.132
C  -2.495  0.454  17.906
C  -3.928  0.628  17.384
C  -4.919  0.926  18.497
C  -4.583  2.225  19.241
C  -3.142  2.629  18.980
C  0.177  -0.061  19.944
C  0.697  -0.749  18.648
C  2.185  -0.476  18.303
C  3.048  -0.682  19.542
C  2.588  0.083  20.769
C  1.142  -0.186  21.097
H  1.479  2.295  19.092
H  0.460  1.290  16.917
H  1.628  2.665  16.806
H  -1.434  2.776  16.574
H  -0.200  2.982  15.257
H  -1.153  5.146  16.018
H  0.639  4.977  16.304
H  -1.552  4.651  18.397
H  -0.331  5.977  18.333
H  0.273  4.276  20.016
H  1.441  4.484  18.748
H  -2.667  0.856  20.040
H  -2.301  -0.575  18.172
H  -1.722  0.709  17.178
H  -4.227  -0.270  16.905
H  -3.962  1.431  16.661
H  -4.925  0.111  19.217
H  -5.955  0.991  18.072
H  -4.806  2.183  20.301
H  -5.199  3.041  18.894
H  -2.825  3.373  19.681
H  -3.061  3.040  17.933
H  -0.696  -0.601  20.278
H  0.070  -0.475  17.807
H  0.591  -1.831  18.800
H  2.309  0.532  17.907
H  2.545  -1.137  17.510
H  4.107  -0.439  19.325
H  3.038  -1.777  19.778
H  2.820  1.163  20.595
H  3.243  -0.144  21.600
H  0.786  0.388  21.980
H  1.059  -1.190  21.497
F  -9.476  4.436  28.658
C  -8.469  3.751  28.145
C  -8.682  2.795  27.186
F  -9.951  2.576  26.837
C  -7.607  2.093  26.627
F  -7.891  1.111  25.729
C  -6.280  2.352  27.033
S  -4.838  1.589  26.352
C  -6.115  3.325  28.020
F  -4.914  3.663  28.444
C  -7.168  4.033  28.539
F  -6.936  4.967  29.477
O  -4.283  -2.300  22.571
S  -3.207  -1.571  21.805
N  -2.080  -0.965  22.505

***

Here is a structure of composition C35H60FN5NbO4S in a non-equilibrium geometry from the OMol25 dataset. Energies are from wB97M-V/def2-TZVPD.

Computed properties:
HOMO level in eV: -5.6270
Total charge: -1
2S+1: 1

Cartesian coordinates (Å):
C  -4.255  -3.459  1.810
O  -2.866  -3.399  2.082
C  -2.292  -2.093  2.030
C  -2.008  -1.588  0.619
C  -3.149  -0.817  -0.051
C  -3.280  0.624  0.456
C  -4.068  1.590  -0.441
C  -3.327  2.240  -1.619
C  -2.583  1.312  -2.591
C  -1.191  0.867  -2.119
C  -0.045  1.810  -2.519
C  1.279  1.077  -2.819
Nb  2.341  0.430  -0.946
C  2.750  2.348  0.060
C  2.064  2.260  1.436
C  0.631  2.791  1.422
C  0.023  2.861  2.811
O  -1.279  3.448  2.828
S  4.578  1.163  -2.210
O  4.557  0.890  -3.641
O  5.764  0.737  -1.501
F  4.712  2.810  -2.209
H  -4.751  -2.551  2.175
H  -4.637  -4.325  2.356
H  -4.465  -3.585  0.743
H  -2.949  -1.390  2.568
H  -1.361  -2.175  2.595
H  -1.715  -2.451  0.011
H  -1.125  -0.941  0.658
H  -4.104  -1.326  0.131
H  -2.995  -0.834  -1.132
H  -2.294  1.046  0.686
H  -3.801  0.585  1.422
H  -4.403  2.394  0.225
H  -4.973  1.090  -0.811
H  -4.076  2.788  -2.202
H  -2.626  3.000  -1.246
H  -2.457  1.857  -3.534
H  -3.216  0.451  -2.836
H  -1.196  0.777  -1.032
H  -0.961  -0.138  -2.493
H  0.108  2.562  -1.729
H  -0.357  2.377  -3.408
H  1.992  1.735  -3.335
H  1.065  0.240  -3.495
H  3.312  -0.417  0.380
H  2.893  -1.083  -1.773
H  0.735  0.000  -0.246
H  3.812  2.570  0.174
H  2.353  3.171  -0.552
H  2.031  1.223  1.801
H  2.650  2.839  2.161
H  0.630  3.803  0.987
H  0.010  2.158  0.775
H  0.694  3.435  3.466
H  -0.087  1.865  3.248
H  -1.246  4.194  2.222
N  -4.416  5.377  1.328
C  -5.682  5.204  1.813
C  -6.533  5.946  1.038
C  -5.745  6.590  0.044
C  -4.443  6.217  0.251
H  -3.597  4.938  1.710
H  -5.869  4.569  2.662
H  -7.600  6.017  1.165
H  -6.095  7.245  -0.737
H  -3.544  6.473  -0.283
N  -3.641  -3.224  5.066
C  -4.643  -3.867  5.735
C  -4.879  -3.184  6.901
C  -3.980  -2.083  6.933
C  -3.231  -2.139  5.785
H  -3.256  -3.504  4.173
H  -5.105  -4.751  5.329
H  -5.614  -3.443  7.645
H  -3.895  -1.338  7.705
H  -2.446  -1.496  5.422
N  2.822  -2.147  5.065
C  2.612  -0.838  4.721
C  3.556  -0.492  3.793
C  4.368  -1.635  3.565
C  3.891  -2.638  4.364
H  2.273  -2.668  5.724
H  1.808  -0.269  5.158
H  3.651  0.467  3.312
H  5.195  -1.708  2.878
H  4.214  -3.659  4.484
N  4.370  -0.641  -5.998
C  3.023  -0.546  -6.168
C  2.675  -1.313  -7.254
C  3.872  -1.897  -7.755
C  4.898  -1.457  -6.953
H  4.873  -0.168  -5.257
H  2.432  0.055  -5.497
H  1.677  -1.444  -7.639
H  3.970  -2.563  -8.597
H  5.954  -1.668  -6.980
N  5.242  -5.112  -4.051
C  5.493  -3.795  -4.324
C  6.640  -3.443  -3.665
C  7.101  -4.596  -2.972
C  6.217  -5.610  -3.229
H  4.454  -5.626  -4.398
H  4.831  -3.223  -4.953
H  7.089  -2.463  -3.666
H  7.976  -4.668  -2.346
H  6.196  -6.633  -2.894